No. 1
Entry from the OMol25 dataset: a structure of composition C15H32FN3O3SSi2 (ωB97M-V/def2-TZVPD).

Geometry as XYZ:
```
57
C15H32FN3O3SSi2 ωB97M-V/def2-TZVPD
S -1.3243 -2.1313 -1.2985
Si -1.1492 0.8994 -1.2790
Si 1.4163 1.4072 -0.0152
F -2.9028 2.8638 -1.4401
O -1.3810 -3.2834 -2.1522
O 0.2063 1.8097 -1.0861
O -0.6176 -2.1554 -0.0449
N -1.8825 0.4331 2.3811
N 2.4594 -2.7193 3.6703
N -0.9656 3.6953 -5.8900
C -3.5879 1.0083 -2.7495
C -0.7291 -0.7293 -2.1726
C 1.6698 -3.8596 1.4609
C -0.9994 0.1495 3.0620
C 0.1264 -0.2160 3.9226
C 1.3726 -5.3559 1.6150
C 1.5545 4.4350 -3.6294
C -0.3212 -0.9320 5.2007
C 1.1628 4.9402 -5.0232
C -0.0235 4.2388 -5.5165
C 0.4542 4.6606 -2.6034
C -2.4191 1.8610 -2.2868
C 2.1537 -3.2535 2.6985
C -1.2288 -0.0755 6.0738
C 2.6021 -6.1729 1.9891
H 0.6743 0.6967 4.1675
H 0.9419 6.0091 -4.9984
H 0.8183 0.8321 1.2040
H -1.1650 -0.7561 -3.1760
H -3.3297 0.4538 -3.6557
H -1.4991 -0.6058 6.9869
H 2.1794 2.6288 0.2878
H 0.9600 -5.7099 0.6690
H 0.5768 -1.2165 5.7500
H -2.1515 0.1831 5.5519
H 1.7844 3.3693 -3.6984
H 2.2984 0.4112 -0.6628
H 0.7720 -3.3152 1.1699
H -1.7536 0.5722 0.0281
H 2.3573 -7.2326 2.0572
H -1.9553 2.3614 -3.1449
H 0.5939 -5.4861 2.3688
H 1.9695 4.7846 -5.7409
H 0.2146 5.7210 -2.5026
H 3.3908 -6.0589 1.2427
H -2.6031 -1.7735 -1.0335
H 0.3483 -0.9295 -2.2197
H -3.9219 0.3079 -1.9749
H 0.7503 4.2856 -1.6257
H 0.7943 -0.8585 3.3493
H 2.4222 -3.6976 0.6856
H -0.4580 4.1352 -2.8886
H 2.4714 4.9385 -3.3190
H -4.4376 1.6547 -2.9842
H -0.7333 0.8542 6.3613
H -0.8299 -1.8583 4.9270
H 3.0048 -5.8610 2.9542
```

## Properties
Net charge: 0
HOMO-LUMO gap in eV: 11.13
2S+1: 1



No. 2
Entry from the OMol25 dataset: a structure of composition C24H39F5N2O3Si3Zn (ωB97M-V/def2-TZVPD).

Geometry as XYZ:
```
77
C24H39F5N2O3Si3Zn ωB97M-V/def2-TZVPD
Zn 0.2701 -0.1316 0.3507
Si -2.0184 2.0522 -0.2055
Si 0.7445 3.1340 0.4511
Si -0.9563 1.7529 2.6366
F 0.4647 -2.7782 -3.1396
F 2.0306 -1.5561 -2.2940
F -0.3571 -0.2694 -2.5785
F 1.0925 -3.1001 -1.0966
F -1.3441 -1.8767 -1.4357
O 2.2916 0.5347 -0.1348
O -1.2076 -1.1259 1.5532
O -2.8308 0.5994 -0.3393
N 2.9828 -1.0630 1.3833
N 1.6270 -1.3522 1.5192
C 2.1859 3.1587 1.6745
C -2.6550 0.9939 3.0209
C 3.1719 -0.0970 0.5300
C 6.9622 0.1060 0.8240
C -2.4469 -2.8962 2.4771
C 2.5230 -3.2640 2.7283
C 4.6072 0.3080 0.3326
C -3.6263 0.2183 -1.4226
C 1.3789 -2.4320 2.1987
C 1.4641 3.1105 -1.3012
C -1.1187 -2.2425 2.1324
C -3.3203 3.2663 0.4613
C -0.5348 1.8583 0.8347
C 5.6527 -0.2976 1.0283
C 0.0569 -2.8970 2.4830
C 0.0887 4.9302 0.5518
C 0.8576 -2.1354 -2.0012
C 6.2148 1.7298 -0.7762
C 0.3116 0.8372 3.6886
C 4.9020 1.3229 -0.5718
C -1.7256 2.6760 -1.9638
C -1.0944 3.4591 3.4916
C 7.2511 1.1241 -0.0798
C -0.1662 -1.1275 -1.4782
H -2.9964 -3.0637 1.5482
H 3.1777 -3.5691 1.9111
H -0.7186 5.1064 -0.1652
H -3.6910 2.9584 1.4408
H 6.4280 2.5241 -1.4830
H -2.9061 4.2744 0.5547
H -3.0714 0.4791 2.1554
H 4.0767 1.7769 -1.1042
H -1.4280 3.3000 4.5234
H -0.0272 -3.8472 2.9945
H 1.3355 1.1168 3.4323
H -3.0404 0.1250 -2.3425
H 1.4961 2.1056 -1.7186
H 3.1362 -2.6699 3.4083
H 2.4917 3.4874 -1.2596
H 0.9022 5.6228 0.3057
H -1.3929 3.7161 -1.9606
H -4.1749 3.3140 -0.2234
H -4.4506 0.9266 -1.6021
H 0.1461 1.0721 4.7466
H 2.1435 -4.1430 3.2500
H -0.9881 2.0745 -2.4949
H -0.2851 5.1860 1.5450
H -4.0585 -0.7615 -1.2049
H 0.9006 3.7655 -1.9692
H -0.1497 4.0066 3.5271
H 8.2761 1.4414 -0.2374
H -2.5321 0.2491 3.8133
H -3.0359 -2.2042 3.0832
H 1.8622 3.4531 2.6762
H -3.3593 1.7535 3.3758
H 7.7655 -0.3734 1.3731
H -1.8344 4.0918 2.9932
H -2.3290 -3.8419 3.0087
H 2.9226 3.8937 1.3320
H 5.4047 -1.0857 1.7271
H -2.6696 2.6339 -2.5175
H 0.2224 -0.2414 3.5507
H 2.6801 2.1904 1.7443
```

## Properties
Net charge: -2
HOMO-LUMO gap in eV: 5.82
Energy above the lowest of the compared OMol25 structures with the same formula, charge and spin in kcal per mole: 0.0
2S+1: 1



No. 3
Entry from the OMol25 dataset: a structure of composition C38H31AsNO2OsS (ωB97M-V/def2-TZVPD).

Geometry as XYZ:
```
75
C38H31AsNO2OsS ωB97M-V/def2-TZVPD
Os -0.8706 0.5002 -0.6581
As -0.2679 -0.2005 1.9054
S -2.7202 1.4324 0.6756
O 1.4615 0.0124 -0.5729
O -0.0721 2.2553 -0.8220
N -1.6116 -1.5212 -0.8307
C -2.8447 2.8436 3.0088
C -0.2902 -2.2660 -4.2057
C 0.9431 2.6629 -1.5958
C 0.7993 3.9239 -2.1863
C 3.5776 0.8713 3.1692
C -3.2034 1.9362 -3.9868
C 2.1300 1.9251 -1.7993
C 0.5526 -3.9185 -2.6739
C -2.4070 -4.0714 3.5571
C -1.0913 -3.8259 3.9202
C 1.5865 -0.2605 2.4297
C -0.9964 -1.6343 -3.1853
C -2.4897 -0.2652 -4.6248
C -0.1472 -3.3135 -1.6401
C -1.0830 -1.8231 2.5874
C -1.8213 0.6405 -2.4811
C 3.1331 2.4897 -2.6054
C 2.9731 3.7196 -3.2026
C -2.5210 1.8100 -2.7875
C -3.1916 0.8962 -4.9033
C 4.3272 -0.2633 2.9022
C 1.7969 4.4366 -2.9856
C 0.4775 -3.3930 -3.9550
C 2.3481 -1.3883 2.1321
C 3.7115 -1.3930 2.3789
C -0.4280 -2.7038 3.4427
C -2.1688 1.8418 2.3113
C -1.7979 -0.4076 -3.4241
C 2.3560 0.6200 -1.1761
C 2.2090 0.8760 2.9341
C -2.4732 3.1609 4.3029
C 3.7069 -0.0282 -1.2456
C -1.4302 2.4871 4.9274
C -0.9057 -2.1903 -1.9103
C -0.7488 1.4934 4.2427
C -1.1076 1.1810 2.9370
C -3.0743 -3.1802 2.7307
C -2.4184 -2.0556 2.2508
H 1.8863 -2.2665 1.6956
H 4.0545 1.7564 3.5689
H -0.1111 4.4741 -1.9940
H -2.9183 -4.9467 3.9345
H -0.3252 -1.8491 -5.2036
H 1.6656 5.4085 -3.4427
H -0.1112 -3.7203 -0.6360
H -3.6634 3.3655 2.5320
H 5.3909 -0.2686 3.0990
H 0.5901 -2.5147 3.7563
H 1.6342 1.7698 3.1453
H -4.1113 -3.3498 2.4723
H -2.5361 2.6241 -2.0730
H 3.9209 -0.3323 -2.2720
H 4.2950 -2.2776 2.1592
H 3.7035 -0.9044 -0.6031
H -2.4841 -1.0747 -5.3437
H -3.7306 0.9881 -5.8368
H 4.4918 0.6596 -0.9335
H 3.7547 4.1290 -3.8262
H -1.1520 2.7325 5.9431
H 0.0628 0.9628 4.7263
H 1.0242 -3.8586 -4.7636
H 1.1487 -4.7989 -2.4770
H 4.0496 1.9406 -2.7661
H -0.5779 -4.5053 4.5875
H -1.5372 -2.0629 0.0266
H -2.9653 -1.3284 1.6587
H -2.6044 -1.4518 -1.0501
H -3.7459 2.8468 -4.2038
H -3.0065 3.9393 4.8321
```

## Properties
Net charge: +1
Expectation value of S²: 6.03
HOMO-LUMO gap (spin up / spin down) in eV: 6.91 / 6.39
Energy above the lowest of the compared OMol25 structures with the same formula, charge and spin in kcal per mole: 2.9
2S+1: 5



No. 4
Entry from the OMol25 dataset: an isolated molecule of C5H7FN2 in a non-equilibrium geometry (ωB97M-V/def2-TZVPD).

Geometry as XYZ:
```
15
C5H7FN2 ωB97M-V/def2-TZVPD
F 0.7984 -2.2586 0.4603
N -2.1416 0.5114 2.8630
N -0.1561 1.3291 0.1830
C 0.6734 0.9117 -0.8538
C -0.0632 -1.4974 -0.3482
C -1.1756 0.5484 2.2026
C -0.0901 0.6024 1.3664
C 0.4084 -0.6748 -1.3399
H 1.7586 0.8070 -0.5447
H 0.7950 0.1800 1.5255
H -1.0757 -1.9207 -0.0082
H -1.2163 1.5978 -0.0394
H 1.3019 -1.1233 -1.8274
H -0.3632 -0.5644 -1.9897
H 0.5461 1.5514 -1.6495
```

## Properties
Net charge: 0
HOMO-LUMO gap (spin up / spin down) in eV: 7.74 / 7.75
Energy above the lowest of the compared OMol25 structures with the same formula, charge and spin in kcal per mole: 108.7
2S+1: 1



No. 5
Entry from the OMol25 dataset: a structure of composition C29H70GaO13S in a non-equilibrium geometry (ωB97M-V/def2-TZVPD).

Geometry as XYZ:
```
114
C29H70GaO13S ωB97M-V/def2-TZVPD
Ga 1.8845 -3.2046 0.4706
S 1.4052 -1.7042 2.1692
O -2.6248 6.6034 -0.2513
O -4.5515 -1.5182 2.6935
O -5.2529 0.4910 -5.6097
O -2.8843 -0.9056 -4.2078
O 10.5227 0.9455 1.4421
O -4.3384 -3.7110 0.5739
O 5.4259 -3.8481 -0.4114
O 7.1992 -0.5131 1.1417
O -7.2267 -3.0540 2.6714
O -3.6234 1.6316 -2.6595
O -0.9659 7.1405 2.9534
O -2.3272 4.5489 2.0053
O 9.3464 -0.4569 -1.0410
C -4.0844 -2.8547 2.8188
C -3.3595 5.4892 1.7706
C -2.3789 0.4112 -4.3446
C -0.4722 5.8102 3.0191
C -3.8156 -3.5207 -0.7246
C 11.8121 0.8209 1.9896
C -7.9972 -3.4836 3.7671
C -3.6231 5.7655 0.3082
C -5.7296 -1.2914 1.9436
C -0.9811 4.9757 1.8668
C 4.1211 -5.1614 1.2502
C -2.3314 1.1859 -3.0474
C 9.0945 -1.4381 -0.0417
C 5.8233 -0.2313 0.9689
C 7.6383 -1.5938 0.3282
C -3.7714 1.7192 -1.2588
C -4.2795 -1.0750 -4.0345
C -5.0959 -0.8838 -5.2932
C -2.3995 6.3456 -1.6195
C 9.3074 0.9043 -0.6554
C 4.7980 -5.1045 -0.1179
C -1.0371 7.7595 4.2157
C -5.4465 0.7167 -6.9850
C -7.0101 -1.6525 2.6636
C 0.1161 -2.6264 -1.8473
C 2.6005 -5.0016 1.1952
C 10.5340 1.3791 0.0924
C -3.3942 -3.3897 1.5861
C 0.2754 -3.6602 -0.7237
H 11.7048 0.3963 2.9862
H 4.0725 -5.3034 -0.9058
H -4.8814 -3.5263 3.1450
H 8.3960 1.1388 -0.1025
H -4.8046 1.9983 -1.0552
H 9.2767 1.4575 -1.5978
H 4.5771 -4.4398 1.9271
H -1.3455 0.2775 -4.6722
H -2.8400 -4.3004 1.8466
H 12.4331 0.1467 1.3876
H -3.2841 6.5852 -2.2210
H -0.3224 -1.7099 -1.4643
H -0.3990 4.0521 1.8568
H 5.5922 -0.0218 -0.0811
H -4.6269 0.2892 -7.5744
H 7.5078 -2.5283 0.8856
H -3.1048 2.4813 -0.8380
H -1.6450 7.1690 4.9111
H -5.4612 1.7940 -7.1416
H 11.4293 1.0080 -0.4209
H -3.4646 -2.4910 -0.8590
H -1.8967 0.5468 -2.2716
H 1.0943 -2.4224 -2.2718
H -4.2592 5.0177 2.1739
H -1.5717 6.9761 -1.9394
H -4.3931 -2.1200 -3.7356
H 0.6247 5.8403 2.9751
H 4.9828 -3.1821 0.1418
H 2.1590 -5.1489 2.1791
H -1.5106 8.7303 4.0786
H -1.6831 2.0632 -3.1791
H 4.3640 -6.1487 1.6547
H -4.5957 6.2671 0.2058
H -9.0226 -3.0969 3.7113
H 7.0394 -1.6564 -0.5851
H -4.6051 -1.4124 -6.1187
H -5.6820 -1.7718 0.9643
H -6.9617 -1.2672 3.6890
H -2.1256 5.2972 -1.7835
H 2.2101 -5.7952 0.5595
H -0.8171 5.4815 0.9138
H -5.7496 -0.2102 1.7830
H -0.4971 -3.0186 -2.6598
H -0.6490 -3.7919 -0.1643
H 2.9829 -2.4542 -0.4311
H 9.4141 -2.3812 -0.4902
H -8.0284 -4.5714 3.7391
H -3.5681 0.7561 -0.7779
H -7.5434 -3.1717 4.7152
H 9.7093 -1.2676 0.8446
H -0.0389 7.9087 4.6443
H -2.6805 -2.6425 1.2227
H -2.9886 -4.2093 -0.9239
H 0.3118 -2.1244 2.8181
H -3.1967 6.4172 2.3228
H -3.6671 4.8112 -0.2285
H 5.5929 0.6521 1.5619
H 12.3086 1.7962 2.0702
H -7.8537 -1.1721 2.1472
H 5.5876 -5.8526 -0.1528
H -4.6213 -3.7097 -1.4337
H -6.0920 -1.3218 -5.1383
H -2.9040 0.9688 -5.1232
H -3.3376 -2.8162 3.6146
H -4.6625 -0.4563 -3.2209
H -6.3989 0.2947 -7.3292
H 5.1957 -1.0596 1.3143
H 0.5324 -4.6199 -1.1697
H -0.7722 5.3373 3.9611
H 10.5519 2.4785 0.0795
```

## Properties
Net charge: -1
HOMO-LUMO gap in eV: 6.65
2S+1: 1



No. 6
Entry from the OMol25 dataset: an isolated molecule of C11H15IO2 in a non-equilibrium geometry (ωB97M-V/def2-TZVPD).

Geometry as XYZ:
```
29
C11H15IO2 ωB97M-V/def2-TZVPD
I 2.8964 -1.2065 -2.1674
O -0.8434 -0.4776 -1.6230
O -2.2649 -0.8541 0.1030
C -0.8926 -0.4939 -0.1937
C -2.8154 -1.3601 -1.1131
C 1.6516 -0.2322 -0.7714
C -2.1579 -0.4900 -2.1639
C -0.7648 0.9026 0.4831
C 0.0333 -1.4588 0.3898
C 0.9712 0.1675 2.1672
C 0.5214 -1.2950 1.7897
C 2.4381 2.1333 -0.4325
C 1.6169 0.9213 -0.1463
C 0.6520 1.1296 0.9636
H -2.4517 -2.3431 -1.4147
H 1.7295 2.9205 -0.6507
H 0.1283 -2.3803 0.0293
H -2.4880 0.5180 -2.1195
H 0.7798 2.2707 1.3846
H 2.1269 0.1787 2.4216
H -3.8830 -1.2035 -0.9074
H 3.1596 2.2800 0.3008
H 1.4367 -1.9949 1.7107
H -0.2886 -1.7864 2.3710
H 0.5058 0.5339 3.0743
H -2.1521 -1.0649 -3.1518
H 3.1458 2.0968 -1.2180
H -1.0700 1.6838 -0.2855
H -1.7212 0.9045 1.1706
```

## Properties
Net charge: 0
HOMO-LUMO gap (spin up / spin down) in eV: 8.23 / 8.23
Energy above the lowest of the compared OMol25 structures with the same formula, charge and spin in kcal per mole: 78.7
2S+1: 1



No. 7
Entry from the OMol25 dataset: an isolated molecule of C4H7NO in a non-equilibrium geometry (ωB97M-V/def2-TZVPD).

Geometry as XYZ:
```
13
C4H7NO ωB97M-V/def2-TZVPD
O -1.7119 0.1095 -0.1305
N 0.1385 1.5289 -0.4640
C -1.1223 1.3292 -0.2738
C 1.0950 0.4876 -0.2348
C -0.8204 -1.0349 -0.1468
C 0.4934 -0.6856 0.5263
H -0.6476 -1.3617 -1.1809
H -1.3515 -1.8376 0.3716
H -0.9252 2.2625 0.3381
H 1.9131 0.9656 0.3155
H 0.2976 -0.4183 1.5729
H 1.4738 0.1907 -1.2092
H 1.1752 -1.5395 0.5281
```

## Properties
Net charge: 0
SMILES: C1=NCCCO1
HOMO-LUMO gap in eV: 9.84
Energy above the lowest of the compared OMol25 structures with the same formula, charge and spin in kcal per mole: 82.6
2S+1: 1



No. 8
Entry from the OMol25 dataset: a structure of composition C7H14N2 in a non-equilibrium geometry (ωB97M-V/def2-TZVPD).

Geometry as XYZ:
```
23
C7H14N2 ωB97M-V/def2-TZVPD
N 1.3616 -0.6481 2.0357
N -0.2395 0.9506 1.5521
C 0.5808 -0.0078 1.1119
C -2.0738 -0.1850 -0.7645
C -1.1048 -1.0035 -0.7038
C -2.6117 1.0783 -0.5206
C 0.8502 0.7575 -1.2413
C 1.5452 -1.5636 -0.6157
C 0.5932 -0.4144 -0.2853
H 1.0748 -0.6339 3.0021
H -0.8089 1.6152 0.8338
H 2.5956 -1.3034 -0.4565
H -3.0518 1.5585 -1.3916
H -1.0181 -2.0569 -0.8996
H 1.4384 -1.8113 -1.6712
H -1.7236 1.9959 -0.0023
H 1.8996 1.0622 -1.2126
H 0.5870 0.4507 -2.2539
H -0.0431 1.3255 2.4712
H -3.3112 1.1080 0.3135
H 1.3175 -2.4581 -0.0319
H 0.2367 1.6242 -1.0101
H 1.9062 -1.4406 1.7405
```

## Properties
Net charge: 0
HOMO-LUMO gap in eV: 6.30
Energy above the lowest of the compared OMol25 structures with the same formula, charge and spin in kcal per mole: 108.5
2S+1: 1



Respective DFT total energy values: -2057.7974, -4420.5378, -4396.2792, -403.9337, -4447.8236, -876.1232, -286.5000, -384.4589 a.u..